Here is C34H37N5O6 in the gas phase from OMol25. Energies are from wB97M-V/def2-TZVPD.

Last column: Mulliken charge in e.
Cartesian coordinates (Å):
C1 4.097 -0.646 5.002  -1.64
C2 2.644 -0.536 5.459  1.82
C3 2.025 0.793 5.022  -1.21
C4 2.551 -0.693 6.978  -1.80
O1 1.861 -1.639 4.945  -0.52
C5 1.750 -1.844 3.619  0.58
O2 2.259 -1.180 2.746  -0.62
N1 0.989 -2.942 3.401  -0.05
C6 0.523 -3.327 2.092  -0.91
C7 -0.862 -2.830 1.757  1.14
C8 -1.432 -1.747 2.412  -0.50
C9 -2.677 -1.270 2.036  -0.67
C10 -3.380 -1.873 1.005  0.70
C11 -4.666 -1.285 0.481  -1.62
N2 -4.346 -0.564 -0.736  -0.06
C12 -4.408 0.769 -0.831  0.48
O3 -5.021 1.510 -0.073  -0.74
C13 -3.651 1.348 -1.967  0.05
N3 -3.816 2.672 -2.253  -0.07
C14 -2.903 3.007 -3.187  -0.64
N4 -2.151 1.993 -3.512  -0.62
C15 -2.598 0.934 -2.772  1.25
C16 -1.898 -0.357 -2.820  0.25
O4 -2.359 -1.405 -2.379  -0.81
N5 -0.680 -0.290 -3.392  -0.04
C17 0.296 -1.313 -3.110  -0.13
C18 1.578 -1.080 -3.927  -1.73
C19 2.234 0.212 -3.520  0.55
C20 1.905 1.407 -4.150  -0.29
C21 2.464 2.601 -3.730  -0.73
C22 3.363 2.616 -2.678  -0.54
C23 3.704 1.430 -2.051  -0.36
C24 3.141 0.237 -2.468  -0.37
C25 0.656 -1.306 -1.614  0.08
O5 1.234 -2.202 -1.058  -0.65
O6 0.269 -0.169 -1.063  0.55
C26 0.636 0.126 0.288  -0.81
C27 1.253 1.496 0.336  0.38
C28 0.698 2.539 -0.393  0.12
C29 1.269 3.798 -0.350  -0.78
C30 2.390 4.026 0.431  -0.47
C31 2.945 2.987 1.159  -0.98
C32 2.385 1.723 1.106  -0.52
C33 -2.816 -2.968 0.359  -0.38
C34 -1.574 -3.440 0.732  -0.82
H1 4.506 -1.612 5.288  0.38
H2 4.687 0.139 5.467  0.47
H3 4.162 -0.545 3.922  0.30
H4 2.051 0.887 3.940  0.02
H5 0.990 0.850 5.353  0.36
H6 2.580 1.618 5.461  0.48
H7 1.513 -0.652 7.295  0.41
H8 3.103 0.104 7.467  0.41
H9 2.967 -1.650 7.279  0.42
H10 0.540 -3.351 4.206  0.28
H11 1.228 -2.919 1.359  0.14
H12 0.553 -4.418 2.015  0.43
H13 -0.893 -1.255 3.210  0.36
H14 -3.098 -0.412 2.542  0.40
H15 -5.109 -0.577 1.186  0.52
H16 -5.390 -2.073 0.251  0.38
H17 -3.724 -1.059 -1.385  0.39
H18 -4.495 3.250 -1.780  0.22
H19 -2.812 3.989 -3.606  0.47
H20 -0.339 0.637 -3.617  0.11
H21 -0.138 -2.292 -3.345  0.53
H22 2.251 -1.918 -3.744  0.56
H23 1.314 -1.061 -4.986  0.44
H24 1.222 1.404 -4.989  0.44
H25 2.197 3.522 -4.228  0.41
H26 3.799 3.546 -2.349  0.45
H27 4.407 1.435 -1.232  0.40
H28 3.408 -0.685 -1.972  0.35
H29 1.332 -0.629 0.663  0.51
H30 -0.282 0.090 0.887  -0.06
H31 -0.175 2.356 -1.003  0.39
H32 0.837 4.604 -0.925  0.43
H33 2.832 5.011 0.469  0.43
H34 3.823 3.161 1.765  0.42
H35 2.816 0.902 1.657  0.79
H36 -3.348 -3.440 -0.453  0.36
H37 -1.137 -4.279 0.210  0.37

Results
* energy above the lowest of the compared OMol25 structures with the same formula, charge and spin: 0.1212 eV
* gap between HOMO and LUMO: 9.52 eV
* HOMO energy: -8.85 eV
* total charge: 0